# C29H51ClFI2KNNaO10P2S

A structure of composition C29H51ClFI2KNNaO10P2S (ωB97M-V/def2-TZVPD, the Open Molecules 2025 dataset).

Structure (XYZ):
```
100
Properties=species:S:1:pos:R:3:forces:R:3
C -8.229836 -3.601323 2.282110 5.20 -3.94 1.65
C -7.230543 -4.436799 2.531865 -4.33 4.02 -2.09
C -5.889462 -5.370432 2.640907 -2.19 1.54 0.37
C -4.667839 -4.353738 2.931765 0.09 0.65 0.12
C -3.268330 -4.725159 2.175637 -0.05 -2.09 2.66
O -2.977525 -3.841125 1.025621 -0.42 -2.74 -4.85
P -3.416998 -4.540227 -0.462530 -3.29 -1.19 -0.19
O -4.910094 -4.912893 -0.523571 4.22 1.22 0.07
O -2.537595 -5.981151 -0.834940 -1.00 2.91 -0.34
O -2.992330 -3.413929 -1.737877 0.10 0.60 4.05
C -3.018732 -2.065804 -1.143364 -3.81 1.85 -0.50
I -1.179960 -1.161775 -0.307019 -1.44 -1.05 -0.87
C -4.253525 -1.299856 -1.088839 3.04 -0.85 0.18
C -4.361605 0.171267 -0.407563 -0.60 -0.83 -0.02
I -6.142594 -2.067026 -1.943933 1.64 0.55 0.67
H -9.046287 -2.801403 2.208740 1.75 -1.88 0.20
H -6.038765 -6.074533 3.554560 0.35 1.48 -1.87
H -5.785601 -5.995067 1.682579 -0.11 1.19 1.44
H -4.450933 -4.416304 4.073031 -0.41 0.20 -2.19
H -4.957232 -3.234254 2.733870 0.17 -1.92 -0.37
H -3.158936 -5.844458 1.896229 -0.49 2.04 0.47
H -2.404216 -4.524740 2.964277 -1.64 -1.18 -1.84
H -2.877548 -6.222665 -1.741251 0.29 0.32 1.39
H -3.501704 0.854547 -0.742579 -1.31 -1.21 0.67
H -4.388926 0.028913 0.746673 0.26 0.28 -1.95
H -5.378785 0.662724 -0.677309 1.83 -0.98 0.28
C -5.023181 -9.065636 -4.340675 -0.12 0.14 0.01
S -3.788124 -7.858011 -3.816846 -0.10 -0.80 0.43
O -4.127978 -6.550707 -4.475361 0.35 0.05 -0.95
C -2.413039 -8.585044 -4.736801 0.04 0.30 0.05
H -5.985471 -8.785128 -3.909744 0.16 0.06 0.04
H -5.101957 -9.071513 -5.429879 0.07 0.05 0.04
H -4.740334 -10.055841 -3.978873 0.05 0.12 0.05
H -2.653106 -8.621403 -5.802753 -0.12 -0.18 -0.03
H -2.215488 -9.590900 -4.362551 -0.02 0.09 -0.05
H -1.528472 -7.963522 -4.585210 -0.05 -0.05 0.15
C 1.835097 -0.934815 4.462126 0.81 0.26 -0.68
C 1.009967 -2.194020 4.137340 -1.08 1.66 0.61
C 0.239679 -1.967123 2.827581 0.77 0.10 -0.98
O 0.116030 -2.368287 5.111531 -0.74 -1.03 0.43
H 1.207019 -0.043662 4.579887 -0.17 -0.26 0.03
H 2.412898 -1.063708 5.383507 -0.23 -0.15 -0.07
H 2.549902 -0.725632 3.654876 0.17 0.14 0.00
H 1.745969 -2.990116 3.921238 0.13 -0.55 0.08
H -0.445810 -1.110708 2.889178 0.26 0.12 0.34
H -0.347985 -2.851579 2.552415 0.57 -0.18 0.10
H 0.935678 -1.767973 2.000820 -0.05 0.01 -0.28
Na -3.253776 -6.102273 -6.508947 -0.25 0.27 0.39
F 4.071288 -0.923958 1.551668 -0.06 -0.05 -0.11
C 5.210601 -0.361174 1.978001 0.64 0.32 0.27
C 6.218671 -1.165647 2.488487 -0.01 -0.16 -0.02
C 7.403916 -0.581839 2.926598 -0.22 0.30 -0.13
C 7.563253 0.801334 2.859195 0.05 -0.03 0.02
C 6.542413 1.599959 2.349445 0.05 -0.32 0.03
C 5.361759 1.015291 1.901096 -0.13 0.06 -0.07
H 6.073366 -2.238668 2.540851 -0.05 0.09 -0.01
H 8.202068 -1.202915 3.320682 -0.13 0.05 -0.03
H 8.486586 1.256534 3.205399 -0.12 -0.05 -0.04
H 6.666381 2.677521 2.301473 -0.05 -0.12 -0.02
H 4.560373 1.620915 1.493327 0.01 -0.06 0.06
K -2.582012 -2.390186 2.686749 0.30 2.83 2.02
C -3.835569 1.292106 -5.132390 -0.03 -0.10 -0.04
C -4.305124 2.685399 -4.726796 -0.18 -0.30 -0.14
C -3.198651 3.521836 -4.080000 0.04 -0.51 0.75
C -2.707640 2.839934 -2.830201 1.52 -1.57 3.35
N -2.319132 2.296968 -1.838438 -1.66 2.43 -4.42
H -3.517265 0.705489 -4.265984 0.02 0.08 -0.04
H -4.648606 0.742874 -5.614683 0.08 0.06 0.02
H -2.998728 1.349651 -5.836061 -0.06 -0.02 0.07
H -5.148833 2.587767 -4.035268 0.11 0.12 -0.05
H -4.675418 3.208183 -5.614062 0.06 0.08 0.14
H -3.580007 4.513110 -3.820226 0.16 -0.11 0.12
H -2.360583 3.651255 -4.771016 0.00 -0.06 0.18
O 6.383422 6.094158 0.416900 0.57 4.46 -0.24
P 5.032762 6.823510 0.381904 -4.23 -8.66 0.75
O 4.407800 6.105553 1.735433 0.35 0.79 -0.04
C 4.809681 6.610521 3.000086 -0.17 0.10 0.39
C 4.221332 7.985018 3.267739 0.00 0.17 -0.02
O 4.336261 5.812744 -0.744815 0.31 1.27 -0.48
C 5.162065 5.088405 -1.650890 0.37 -0.32 -0.01
C 5.512195 3.714955 -1.099662 -0.18 -0.22 0.09
O 3.563513 7.713877 0.305200 3.18 1.88 -0.07
C 3.632707 8.910078 -0.472970 -0.31 0.44 -0.43
C 3.945667 8.638805 -1.933148 0.06 -0.10 -0.17
H 5.901028 6.636393 3.062861 0.04 -0.05 0.03
H 4.446515 5.910559 3.757521 0.04 -0.06 -0.21
H 4.639348 8.728650 2.580499 0.00 0.03 0.09
H 4.440449 8.309070 4.287448 0.03 -0.03 -0.05
H 3.138668 7.982585 3.121014 0.12 -0.06 0.04
H 6.062307 5.662735 -1.896288 -0.08 -0.15 0.16
H 4.609557 4.970998 -2.587355 -0.19 0.11 0.14
H 5.816724 3.745026 -0.049675 0.09 0.21 -0.21
H 6.316503 3.259672 -1.681107 -0.03 -0.01 0.01
H 4.638206 3.058830 -1.146879 0.07 0.04 -0.05
H 4.384455 9.574658 -0.035578 -0.14 0.16 -0.05
H 2.661917 9.405982 -0.392275 0.06 -0.15 0.15
H 4.955900 8.233299 -2.054244 -0.01 0.03 -0.03
H 3.888096 9.559403 -2.519365 0.00 -0.03 0.10
H 3.252201 7.905455 -2.352834 0.05 0.11 0.10
Cl -4.004003 -6.507859 4.252684 1.35 -2.08 1.24
```
Positions in Å, forces in eV/Å.

The lowest unoccupied orbital energy comes out at -3.27 eV. The multiplicity is 1. As for the total energy: -134450.0918 eV. The HOMO energy is -4.584 eV.

Here are the Löwdin charges for atoms 1 to 6, given in e:
1 C 0.017
2 C -0.106
3 C -0.282
4 C -0.365
5 C -0.365
6 O -0.471